(1)
DFT (the ωB97M-V functional and the def2-TZVPD basis) results for a 9-piece molecular cluster, C13H40O13 overall at a distorted geometry.

Each line ends with the Mulliken charge.
Element x y z (Å)
C: -2.065 -6.892 12.863  -0.51
O: -2.137 -7.817 13.926  -0.58
H: -3.095 -6.642 12.611  0.29
H: -1.406 -6.054 13.091  0.16
H: -1.514 -7.355 12.044  0.26
H: -1.936 -8.694 13.589  0.40
C: -1.100 -5.088 15.795  -0.62
O: -1.558 -6.439 16.141  -0.59
H: -1.981 -4.446 15.791  0.30
H: -0.250 -4.721 16.370  0.30
H: -0.746 -5.049 14.765  0.15
H: -1.893 -6.914 15.376  0.49
C: 2.010 -6.448 12.252  -0.92
O: 1.209 -7.599 12.369  -0.39
H: 2.993 -6.605 12.696  0.43
H: 2.272 -6.259 11.211  0.38
H: 1.410 -5.661 12.707  0.26
H: 1.016 -7.766 13.294  0.30
C: 0.804 -8.775 15.194  0.02
O: 0.942 -7.354 15.190  -0.61
H: 0.386 -9.109 14.244  -0.38
H: 1.806 -9.179 15.334  0.27
H: 0.244 -9.095 16.073  0.45
H: 0.088 -6.968 15.398  0.41
C: 2.913 -4.094 15.169  -0.65
O: 3.181 -5.428 14.780  -0.43
H: 3.827 -3.553 14.925  0.27
H: 2.077 -3.611 14.664  0.26
H: 2.778 -4.051 16.250  0.26
H: 2.373 -5.943 14.842  0.30
C: -2.219 -11.203 13.170  -0.79
O: -1.289 -10.220 12.734  -0.53
H: -3.167 -11.144 12.636  0.25
H: -1.840 -12.204 12.964  0.40
H: -2.255 -11.144 14.258  0.28
H: -0.404 -10.556 12.893  0.07
C: 4.253 -11.920 14.214  -0.57
O: 3.382 -10.938 14.470  -0.46
H: 5.071 -11.938 14.935  0.28
H: 3.780 -12.896 14.110  0.17
H: 4.606 -11.659 13.217  0.21
H: 2.624 -11.111 13.906  0.11
C: 0.904 -12.585 16.464  -0.68
O: 1.825 -13.666 16.541  -0.24
C: 1.401 -14.822 17.154  0.68
O: 0.312 -15.008 17.607  -0.53
O: 2.400 -15.764 17.142  -0.35
C: 3.648 -15.673 16.441  -0.31
H: 1.534 -11.695 16.475  0.22
H: 0.176 -12.495 17.270  0.41
H: 0.315 -12.666 15.550  0.27
H: 3.758 -16.639 15.949  0.27
H: 4.451 -15.549 17.168  0.27
H: 3.807 -14.856 15.737  0.03
C: 3.462 -9.469 11.587  -0.30
O: 2.935 -10.669 10.969  -0.37
C: 1.817 -11.227 11.561  0.83
O: 1.362 -11.071 12.675  -0.35
O: 1.333 -11.934 10.560  -0.38
C: 0.218 -12.761 10.748  -0.51
H: 3.119 -8.572 11.070  0.25
H: 4.552 -9.495 11.591  0.27
H: 3.004 -9.359 12.570  0.09
H: -0.691 -12.206 10.977  0.10
H: 0.418 -13.620 11.388  0.33
H: -0.077 -13.179 9.786  0.30

Forces on the atoms, in the same order (eV/Å):
0.4 -0.6 -0.7
0.0 0.2 0.8
0.3 0.6 -0.4
-0.5 0.3 0.4
-0.4 -0.1 -0.4
0.3 -0.4 -0.2
-1.1 -1.0 -1.0
1.5 1.6 1.0
0.3 0.4 0.5
-0.4 -0.3 0.6
0.1 -0.2 -0.2
-0.3 -0.1 -0.7
0.1 -0.4 0.2
-0.3 -1.0 -1.1
-0.1 0.3 0.6
-0.7 0.1 -0.2
0.8 0.7 -0.2
0.2 0.6 0.1
0.7 0.3 0.7
0.6 -0.1 -0.3
-0.2 -0.4 0.3
0.0 -0.1 -0.3
-0.4 -0.1 -0.2
-0.6 0.0 0.4
0.9 -0.3 0.3
-0.1 0.3 -0.2
-0.1 0.3 0.1
-0.2 -0.2 -0.2
-0.2 0.2 0.1
-0.2 -0.4 0.2
0.8 -0.7 0.3
-0.8 0.3 -0.5
0.0 0.5 0.3
0.1 -0.2 -0.1
-0.8 0.0 0.1
0.4 -0.1 0.0
1.8 -1.3 -1.6
-2.3 2.0 1.9
-0.1 -0.1 0.0
0.0 -0.4 0.4
1.2 -0.7 -0.3
-0.4 0.5 0.1
-0.2 0.6 -0.1
-0.2 -1.3 0.9
1.4 0.4 -1.1
0.5 -0.1 0.0
-1.4 0.9 0.1
0.4 0.0 0.2
-0.2 0.0 -0.3
0.3 -0.5 0.3
0.2 0.1 -0.2
0.1 0.2 -0.1
-0.1 -0.2 0.2
-0.8 0.0 0.0
-0.6 0.3 0.5
-1.0 0.1 1.7
1.6 1.1 -2.3
0.2 -0.3 -0.5
-0.1 -0.4 0.1
-1.4 -0.8 -0.5
0.0 -0.4 -0.5
-0.2 -0.3 0.1
0.6 -0.1 0.1
0.3 0.2 0.8
0.0 0.3 0.4
0.7 0.0 -0.3

Properties
orbital gap: 10.23 eV
HOMO: -9.85 eV
ΔE to the lowest compared entry with this formula, charge and spin: 8.20 kcal/mol
E_LUMO: 0.0140 Ha
SMILES string: COC(=O)OC.COC(=O)OC.CO.CO.CO.CO.CO.CO.CO

***

(2)
DFT (the ωB97M-V functional and the def2-TZVPD basis) results for a 2-piece molecular cluster, C3HClO overall at a distorted geometry.

Each line ends with the Mulliken spin population.
Element x y z (Å)
C: 0.763 1.066 0.792  0.59
C: -0.039 -1.796 -0.029  0.79
C: -0.188 0.817 -0.009  0.11
O: -1.038 0.806 -0.855  0.30
Cl: -1.189 -1.592 -1.008  0.17
H: 1.691 0.700 1.110  0.03

Forces on the atoms, in the same order (eV/Å):
-0.5 0.7 0.3
2.8 -0.8 2.4
-1.2 0.7 -2.3
1.3 1.6 2.1
-3.2 -1.8 -2.8
0.7 -0.4 0.4

Properties
orbital gap (alpha / beta): 6.90 / 7.18 eV
HOMO (alpha / beta): -7.52 / -9.61 eV
spin multiplicity: 3
E_LUMO (alpha / beta): -0.0230 / -0.0891 Ha

***

(3)
DFT (the ωB97M-V functional and the def2-TZVPD basis) results for a 2-piece molecular cluster, C4H8N2 overall at a distorted geometry.

Each line ends with the Mulliken charge.
Element x y z (Å)
C: -1.130 0.023 -1.605  -0.82
N: -0.216 0.548 -0.610  -0.22
C: 0.646 -0.245 0.028  0.06
C: 1.552 0.271 1.085  -1.17
C: -0.817 -1.072 1.332  -0.01
N: -1.696 -0.495 1.858  -0.49
H: -0.595 -0.644 -2.285  0.31
H: -1.547 0.856 -2.177  0.28
H: -1.945 -0.529 -1.114  0.34
H: -0.686 1.138 0.074  0.37
H: 1.062 -1.017 -0.612  0.33
H: 1.893 -0.563 1.702  0.34
H: 2.429 0.724 0.612  0.37
H: 1.050 1.005 1.713  0.32

Forces on the atoms, in the same order (eV/Å):
0.0 -0.1 -0.1
0.0 0.6 0.5
-0.8 -0.6 0.1
0.1 0.1 0.2
-0.4 1.1 0.1
1.2 -1.1 -0.6
-0.1 0.1 0.1
0.1 -0.2 0.1
0.2 0.1 0.0
0.1 0.2 -0.4
-0.2 -0.4 0.3
-0.1 0.2 0.0
-0.1 0.0 0.0
0.1 -0.1 0.0

Properties
orbital gap: 9.99 eV
HOMO: -9.69 eV
ΔE to the lowest compared entry with this formula, charge and spin: 51.48 kcal/mol
E_LUMO: 0.0109 Ha

***

(4)
DFT (the ωB97M-V functional and the def2-TZVPD basis) results for a 13-piece molecular cluster, H28NO12 overall at a distorted geometry.

Each line ends with the Mulliken charge.
Element x y z (Å)
N: -0.197 0.587 -0.135  0.25
H: -0.148 0.402 0.867  0.17
H: 0.362 -0.148 -0.698  -0.01
H: 0.048 1.479 -0.246  0.39
H: -1.243 0.510 -0.347  0.15
O: 1.918 -0.128 2.630  -0.51
H: 2.514 -0.298 1.917  0.26
H: 2.528 -0.417 3.311  0.26
O: -1.417 -2.035 -0.710  -0.60
H: -2.381 -2.309 -0.369  0.28
H: -1.006 -2.896 -0.913  0.32
O: 1.897 2.658 -1.953  -0.64
H: 1.638 2.924 -2.769  0.27
H: 2.377 1.845 -1.930  0.29
O: -0.704 -2.635 2.292  -0.59
H: -0.626 -2.304 1.479  0.31
H: -1.622 -2.582 2.571  0.29
O: -1.040 0.478 3.352  -0.57
H: -1.742 -0.011 3.863  0.31
H: -0.200 0.170 3.392  0.29
O: 2.421 2.482 0.784  -0.58
H: 2.265 2.547 -0.154  0.47
H: 2.619 1.646 0.660  0.18
O: -3.453 -0.024 0.702  -0.55
H: -2.967 0.811 0.640  0.31
H: -4.262 0.099 0.229  0.30
O: -1.483 1.247 -2.439  -0.50
H: -1.289 1.660 -3.208  0.25
H: -1.601 0.431 -2.868  0.26
O: 1.744 -2.181 0.093  -0.57
H: 1.506 -2.353 1.024  0.29
H: 2.016 -3.065 -0.211  0.32
O: 0.608 -2.062 -2.455  -0.60
H: -0.298 -1.828 -2.629  0.33
H: 0.591 -2.452 -1.650  0.22
O: 2.843 -0.138 -1.621  -0.60
H: 3.337 -0.083 -2.411  0.28
H: 2.195 -0.675 -1.929  0.33
O: -2.494 2.525 0.648  -0.60
H: -1.876 3.240 0.481  0.28
H: -3.378 2.881 0.710  0.26

Forces on the atoms, in the same order (eV/Å):
-2.6 -6.0 0.3
0.3 -0.3 0.4
-1.1 1.6 1.1
1.8 4.6 -1.2
1.8 0.0 -0.1
0.0 -0.3 0.4
0.3 0.0 -1.5
-0.3 0.1 1.0
-3.1 -1.5 1.1
3.1 1.1 -1.0
-0.5 0.3 0.3
0.3 -0.1 4.3
-0.9 0.9 -3.9
0.5 -1.1 -0.8
0.0 -2.3 5.1
0.0 2.2 -5.1
0.0 0.1 -0.2
-5.5 1.6 -0.3
1.9 0.5 -0.8
3.7 -2.1 0.9
-1.8 5.3 0.3
-0.5 2.2 -1.0
2.2 -7.3 0.8
1.0 -0.6 0.3
-0.3 0.2 0.2
-0.8 0.2 -0.5
-0.5 -1.0 3.4
1.2 3.6 -3.6
-0.7 -2.6 0.0
-0.3 -0.8 0.6
0.1 0.2 -0.2
0.2 0.4 0.1
0.7 2.1 -4.1
-0.5 0.1 -0.3
0.3 -1.7 4.0
2.1 2.7 2.1
1.7 0.4 -1.3
-3.7 -3.1 -1.0
0.5 -0.5 -0.1
-0.2 0.3 0.1
-0.2 0.5 0.0

Properties
orbital gap: 10.83 eV
HOMO: -13.86 eV
ΔE to the lowest compared entry with this formula, charge and spin: 60.61 kcal/mol
E_LUMO: -0.1116 Ha
net charge: +1

***

(5)
DFT (the ωB97M-V functional and the def2-TZVPD basis) results for a 2-piece molecular cluster, C11H18N6O4 overall at a distorted geometry.

Each line ends with the Mulliken charge.
Element x y z (Å)
O: -2.818 -0.045 1.110  -0.55
N: -2.897 1.207 1.278  0.99
C: -2.394 1.986 0.190  -0.27
C: -1.687 1.275 -0.764  -0.03
N: -1.248 1.966 -1.863  0.64
N: -0.573 1.464 -2.944  -0.50
N: -0.366 2.474 -3.753  -0.54
N: -0.864 3.644 -3.246  -0.51
C: -1.410 3.329 -2.053  0.61
C: -2.053 4.067 -1.023  -0.65
C: -2.584 3.403 0.059  -0.44
O: -3.365 1.729 2.310  -0.57
H: -1.501 0.209 -0.724  0.86
H: -2.061 5.138 -1.171  0.43
H: -3.161 3.891 0.847  0.46
C: 3.460 -1.548 3.651  -0.73
O: 2.961 -1.356 2.325  -0.28
C: 2.217 -0.150 2.176  -0.54
C: 1.963 0.065 0.683  -0.66
N: 1.144 -0.923 0.096  0.05
C: 1.095 -1.033 -1.324  -0.28
C: 0.433 -2.361 -1.650  -0.76
O: -0.711 -2.403 -0.810  -0.24
C: -1.593 -3.481 -1.050  -0.84
H: 4.109 -2.431 3.632  0.24
H: 4.055 -0.687 4.015  0.29
H: 2.639 -1.729 4.370  0.29
H: 1.252 -0.209 2.716  0.33
H: 2.804 0.719 2.543  0.40
H: 1.534 1.078 0.552  0.27
H: 2.945 0.031 0.180  0.30
H: 0.313 -1.245 0.594  0.19
H: 0.490 -0.236 -1.804  -0.14
H: 2.120 -1.002 -1.717  0.53
H: 0.147 -2.376 -2.715  0.40
H: 1.137 -3.182 -1.424  0.41
H: -2.448 -3.309 -0.395  0.23
H: -1.950 -3.516 -2.094  0.31
H: -1.133 -4.453 -0.803  0.30

Forces on the atoms, in the same order (eV/Å):
-0.3 2.7 0.7
-0.9 -2.7 2.1
1.0 0.4 -1.8
-0.4 0.6 -0.1
0.2 0.6 -0.2
-0.2 1.0 -0.6
-1.0 -0.1 2.0
-0.1 -1.0 0.9
0.7 -0.9 -0.7
-0.2 -0.2 0.1
0.1 -0.1 0.0
1.0 -0.5 -2.4
0.1 0.1 0.0
-0.4 0.0 0.3
0.4 0.1 -0.3
-0.2 0.0 -0.2
0.1 0.4 0.7
0.2 -0.2 -0.4
0.4 0.5 0.3
-0.3 -1.0 0.8
-0.5 0.1 -0.1
0.2 0.2 -0.1
-0.3 -0.3 -0.5
0.0 -0.1 0.0
-0.2 0.2 -0.1
-0.2 -0.2 -0.3
0.2 0.1 -0.2
0.3 0.0 0.0
-0.3 -0.4 0.0
0.3 0.2 0.1
-0.3 0.2 0.1
0.5 0.4 -0.3
0.5 -0.2 0.0
-0.2 0.0 -0.1
0.0 -0.2 0.2
-0.4 0.0 0.0
0.0 -0.1 -0.1
0.2 0.1 0.2
0.0 0.3 -0.1

Properties
orbital gap: 6.54 eV
HOMO: -8.11 eV
ΔE to the lowest compared entry with this formula, charge and spin: 116.90 kcal/mol
E_LUMO: -0.0577 Ha
SMILES string: O=[N+]([O-])c1ccc2nnnn2c1.COCCNCCOC

***

(6)
DFT (the ωB97M-V functional and the def2-TZVPD basis) results for a 3-piece molecular cluster, C6H10 overall.

Each line ends with the Mulliken charge.
Element x y z (Å)
C: 2.209 0.083 0.162  -1.19
C: 0.708 0.101 0.177  0.69
C: -0.104 1.224 0.009  -0.39
C: -1.432 0.802 -0.158  -0.58
C: -1.519 -0.565 0.482  -0.52
C: -0.127 -1.031 0.129  -0.72
H: 2.582 -0.484 -0.699  0.29
H: 2.615 1.097 0.094  0.32
H: 2.619 -0.386 1.063  0.29
H: 0.263 2.232 -0.161  0.38
H: -2.281 1.476 -0.242  0.39
H: -1.186 -0.041 -1.488  0.05
H: -1.618 -0.458 1.574  0.26
H: -2.323 -1.200 0.105  0.29
H: -0.632 -0.807 -1.359  0.06
H: 0.225 -2.043 0.315  0.39

Forces on the atoms, in the same order (eV/Å):
0.1 0.0 0.0
-0.1 -0.1 -0.1
0.0 0.0 -0.1
0.0 0.1 0.2
0.0 -0.1 -0.2
0.1 0.0 0.3
-0.1 0.1 0.1
-0.1 -0.1 0.0
-0.1 0.1 -0.1
-0.1 -0.2 0.0
0.1 -0.1 0.0
0.1 -0.2 0.1
0.1 0.0 -0.2
0.1 0.1 0.0
-0.1 0.2 0.0
0.0 0.1 0.0

Properties
orbital gap: 10.19 eV
HOMO: -9.02 eV
ΔE to the lowest compared entry with this formula, charge and spin: 64.63 kcal/mol
E_LUMO: 0.0430 Ha